Entry 1:
Formula: C6H13ClFN4
Source: the Open Molecules 2025 dataset
Level of theory: the ωB97M-V functional and the def2-TZVPD basis

XYZ file:
```
25
Properties=species:S:1:pos:R:3:forces:R:3
C 0.310129 0.414594 -2.404726 0.449 -2.544 1.344
C -0.865685 -0.911145 -0.751132 -2.311 0.835 0.147
C -1.928966 0.981909 -1.939927 -2.298 1.274 0.582
C 0.002456 -1.577503 2.274283 -0.904 -0.289 1.214
C 1.542032 0.088739 3.315557 -0.817 2.440 -0.428
C 0.437334 -0.128214 2.335365 -3.064 -1.026 0.599
N -0.619150 1.338727 -2.359170 0.001 2.681 -1.884
N -1.825358 0.087010 -0.834197 2.427 -1.244 -0.229
N 0.060234 -0.817462 -1.738091 -0.706 3.037 -1.367
N 1.506980 0.638080 -2.885904 -0.251 2.287 -1.695
F 0.740956 0.224062 1.023144 1.092 0.830 -0.604
Cl -2.939996 0.139651 -3.292246 0.928 0.829 0.800
H -0.575765 0.404069 2.519288 1.906 -0.145 0.208
H -2.501012 1.957716 -1.648246 0.960 -1.994 -0.704
H -0.535509 -1.686620 1.338351 -0.103 -0.444 0.180
H -0.699436 -1.751960 3.143955 0.699 0.009 -0.932
H 0.800440 -2.315451 2.355709 0.181 0.134 -0.135
H 1.620825 1.163837 3.557987 0.169 -0.468 0.058
H 1.393240 -0.464505 4.207375 -0.327 -0.511 0.804
H 2.441107 -0.218578 2.870851 1.379 -0.511 -0.598
H -0.478295 2.307625 -2.863034 -0.300 -2.703 1.467
H -2.400425 0.220300 -0.027038 -0.475 -0.099 0.085
H 0.578425 -1.630713 -1.977243 0.767 -0.394 0.022
H 1.651954 1.494770 -3.470507 0.040 -1.299 0.889
H 2.283485 0.041063 -2.750402 0.560 -0.686 0.179
```
Positions in Å, forces in eV/Å.

Its net charge is +1. The value obtained for the calculated total energy is -1015.21181 Eh. The multiplicity is 1. As for the energy relative to the best compared isomer or geometry (same formula, charge and spin): 0.00 kcal per mole.

Entry 2:
Formula: C6H13ClN3O3S
Source: the Open Molecules 2025 dataset
Level of theory: the ωB97M-V functional and the def2-TZVPD basis

XYZ file:
```
27
Properties=species:S:1:pos:R:3:forces:R:3
C -1.407834 0.934662 -1.708385 0.707 -1.176 2.229
C -1.430935 1.292528 -0.196158 -1.531 -0.294 -1.833
C -2.754850 0.952824 0.477141 -0.020 -1.061 -3.288
C -0.255226 0.871613 0.559172 2.019 -2.352 -2.434
N 0.166271 -0.823733 0.344394 -1.592 4.016 -0.072
O -0.652846 -1.572491 -0.071247 0.043 -1.413 -0.127
N 1.414449 -0.988918 0.495275 1.096 -3.946 -1.198
C 2.097090 -2.226097 0.102642 -1.630 -3.064 -0.649
N 2.147271 0.073242 0.811917 -1.439 1.011 0.889
C 3.533871 0.074934 0.937498 1.435 -1.848 -0.636
Cl 4.357346 -0.269051 -0.697005 -0.038 0.762 0.922
S 1.400022 1.463848 0.161148 -0.336 -0.708 0.175
O 1.634648 1.479543 -1.227797 0.008 0.531 -0.501
O 1.752378 2.410972 1.127765 0.447 2.083 0.326
H -1.717142 -0.054085 -1.845841 -0.940 -1.837 0.128
H -0.394062 0.825243 -2.007416 0.675 1.137 -1.155
H -2.135604 1.489556 -2.214405 -0.267 1.396 -1.114
H -1.478608 2.338590 -0.246297 0.961 1.991 0.420
H -2.771439 -0.091095 0.377359 -0.581 -1.790 0.307
H -3.672555 1.279607 -0.064691 0.964 0.380 0.551
H -2.688545 1.179930 1.458278 -0.460 1.060 3.229
H -0.240876 0.849959 1.571501 -0.489 0.381 3.317
H 2.648375 -2.150989 -0.851455 -1.098 0.235 0.055
H 2.884097 -2.509911 0.753937 0.535 0.359 1.288
H 1.367519 -3.152283 0.177654 1.190 2.246 -0.539
H 4.021227 -0.671070 1.611705 -1.005 0.613 -0.359
H 3.641967 1.047539 1.330714 1.346 1.287 0.065
```
Positions in Å, forces in eV/Å.

Its net charge is +1. The value obtained for the calculated total energy is -1484.28087 Eh. The multiplicity is 1. As for the energy relative to the best compared isomer or geometry (same formula, charge and spin): 12.70 kcal per mole.

Entry 3:
Formula: C6H13ClN5O2S
Source: the Open Molecules 2025 dataset
Level of theory: the ωB97M-V functional and the def2-TZVPD basis

XYZ file:
```
28
Properties=species:S:1:pos:R:3:forces:R:3
N 0.414808 -2.577127 -0.777735 0.493 0.521 0.001
C 1.623658 -1.830017 -1.206803 -0.925 -0.550 0.061
C 2.105251 -1.025217 -0.060357 0.369 -0.081 -0.178
N 2.824047 -1.545685 0.946601 -0.026 0.709 0.292
N 3.104208 -0.561609 1.769470 0.022 -0.294 -0.084
N 2.587489 0.520131 1.292971 -0.391 0.014 -0.348
N 1.934690 0.286386 0.141565 0.366 -0.691 0.202
C 1.264652 1.298468 -0.683712 -0.479 0.088 -0.087
C -0.271174 1.341802 -0.553379 0.351 0.022 0.438
C -0.852298 0.899086 0.791164 -0.581 0.370 -0.167
C -2.375387 1.166397 0.781159 1.116 -0.238 -0.067
S -3.420011 -0.175504 0.212566 -2.026 1.152 -0.267
O -4.633692 -0.086808 0.955591 0.406 -0.340 0.369
O -3.534032 -0.102641 -1.209315 1.015 -0.444 -0.058
Cl -2.505030 -1.916625 0.745273 0.056 0.035 0.027
H -0.029388 -2.073981 -0.025056 -0.360 -0.146 0.037
H -0.249284 -2.644700 -1.537538 -0.057 -0.070 -0.026
H 1.431486 -1.199864 -2.073682 0.147 0.163 -0.076
H 2.379978 -2.567342 -1.453297 0.360 0.137 -0.085
H 2.665896 1.431313 1.727928 0.027 0.041 0.060
H 1.699137 2.261034 -0.439341 0.200 0.054 0.130
H 1.525780 1.061264 -1.707471 0.234 0.070 -0.140
H -0.733757 0.814045 -1.382634 -0.070 -0.235 0.007
H -0.537339 2.388779 -0.666673 -0.036 0.145 -0.238
H -0.462626 1.504184 1.607925 0.273 0.035 0.048
H -0.651356 -0.141906 1.024422 0.085 -0.098 0.051
H -2.754438 1.525500 1.729060 -0.131 -0.380 0.255
H -2.551269 1.950637 0.051299 -0.436 0.014 -0.155
```
Positions in Å, forces in eV/Å.

Its net charge is +1. The value obtained for the calculated total energy is -1518.72625 Eh. The multiplicity is 1. As for the energy relative to the best compared isomer or geometry (same formula, charge and spin): 0.00 kcal per mole.

Entry 4:
Formula: C6H13ClS
Source: the Open Molecules 2025 dataset
Level of theory: the ωB97M-V functional and the def2-TZVPD basis

XYZ file:
```
21
Properties=species:S:1:pos:R:3:forces:R:3
C 1.960058 -1.443321 1.373735 -0.461 -0.527 2.030
C -0.463389 -1.728444 1.364657 2.359 0.175 1.035
C -2.647188 1.204051 -0.129531 -0.041 -2.028 0.472
C 0.730079 -1.255222 0.520250 -1.239 1.303 1.434
C 0.433742 0.133298 0.011757 -2.100 1.039 -2.680
C -1.830024 0.143112 -0.898865 1.148 1.624 0.038
S 0.615593 1.532578 0.989304 0.083 0.693 -0.017
Cl -1.787807 0.769181 -2.619203 0.526 -0.690 0.718
H 2.850041 -1.491070 0.839076 1.578 0.040 -1.361
H 1.928525 -2.476085 1.928347 -0.152 2.200 -0.616
H 2.077383 -0.540663 2.014424 -0.075 -1.046 0.272
H -0.446124 -1.193930 2.328540 -0.517 0.354 -0.504
H -0.204545 -2.698021 1.697438 0.007 -1.443 0.181
H -1.374215 -1.770429 0.876485 -1.804 0.309 -0.745
H -2.051953 2.074417 0.036415 0.716 0.748 -0.203
H -3.587805 1.552306 -0.651124 0.849 -0.806 0.750
H -2.759431 0.797666 0.907723 -0.657 0.318 -0.751
H 0.885010 -1.759715 -0.358639 -0.164 -1.981 -2.041
H 0.596960 0.432215 -1.070467 0.420 -0.679 1.528
H -2.033627 -0.931865 -0.925483 -0.351 0.580 0.133
H 0.375594 0.990216 2.177706 -0.127 -0.181 0.327
```
Positions in Å, forces in eV/Å.

The value obtained for the calculated total energy is -1094.65436 Eh. The multiplicity is 1. As for the energy relative to the best compared isomer or geometry (same formula, charge and spin): 0.00 kcal per mole.

Entry 5:
Formula: C6H13FNO5S2
Source: the Open Molecules 2025 dataset
Level of theory: the ωB97M-V functional and the def2-TZVPD basis

XYZ file:
```
28
Properties=species:S:1:pos:R:3:forces:R:3
C 4.635663 0.175114 0.494783 -0.150 -0.130 -0.016
C 3.489995 0.508570 -0.465836 -0.080 0.053 0.195
C 2.135433 0.033559 0.056113 0.119 -0.215 -0.049
O 1.162014 1.023433 -0.221293 -0.028 0.112 0.156
C -0.158895 0.573934 -0.112100 0.186 0.194 0.005
N -0.422569 0.055877 1.253536 -0.797 -0.074 -0.156
S -1.145226 1.220745 2.344888 0.301 -0.002 -0.054
S -1.111027 -1.432974 1.358647 0.220 0.560 -0.101
O -1.658582 -1.815502 0.113463 0.088 -0.377 0.033
O -1.810934 -1.538379 2.584048 -0.005 -0.138 0.084
F 0.189265 -2.308830 1.525457 0.015 -0.041 0.032
H 4.439124 -0.768393 1.010831 0.076 -0.017 -0.047
H 4.735836 0.946183 1.259909 0.032 -0.037 0.018
H 5.587518 0.069014 -0.025337 0.023 0.109 0.025
H 3.685356 0.076050 -1.447379 -0.066 0.083 -0.040
H 3.398653 1.589638 -0.584546 0.134 -0.022 -0.133
H 2.189615 -0.156089 1.134989 -0.059 0.100 -0.008
H 1.841937 -0.915905 -0.412257 0.006 0.017 -0.009
H -0.795758 1.441498 -0.271463 -0.121 -0.124 -0.155
H -0.371841 -0.200412 -0.848130 -0.050 -0.078 0.064
H -0.085121 2.034471 2.249431 0.078 0.004 0.121
C -4.477151 -0.681279 -1.364887 0.003 0.031 -0.101
C -4.018875 0.710106 -1.874417 0.105 -0.091 0.004
O -3.578971 0.761985 -3.045489 -0.010 0.007 0.023
O -4.106725 1.638983 -1.036196 0.058 0.028 0.066
H -4.343666 -1.448548 -2.128482 -0.001 0.016 -0.005
H -3.880088 -0.939129 -0.491092 -0.083 -0.044 0.036
H -5.524981 -0.653720 -1.057188 0.006 0.075 0.011
```
Positions in Å, forces in eV/Å.

Its net charge is -1. The value obtained for the calculated total energy is -1563.62967 Eh. The multiplicity is 1. As for the energy relative to the best compared isomer or geometry (same formula, charge and spin): 31.09 kcal per mole.